Formula: C52H69Br3HfN7O13
Source: the Open Molecules 2025 dataset
Level of theory: ωB97M-V with the def2-TZVPD basis set

Each line ends with the Löwdin charge.
Atoms and positions in Å:
Hf  2.13351  -22.83630  -8.58066  2.03
C  1.42422  -20.16387  -12.51195  -0.04
C  1.87432  -19.08279  -11.50383  -0.44
C  1.12784  -17.78657  -11.90784  -0.16
C  1.13043  -16.54551  -11.01330  -0.15
C  0.66890  -17.04635  -9.66393  -0.17
C  1.39790  -18.23105  -9.06726  -0.45
N  1.54796  -19.38227  -10.02360  -0.05
O  2.22334  -20.58144  -9.56462  -0.33
C  0.38881  -18.85749  -7.99460  -0.02
C  2.67523  -17.66705  -8.40124  -0.02
C  3.39485  -18.71666  -11.75035  -0.02
H  0.38151  -20.42811  -12.33579  0.06
H  1.97265  -21.08466  -12.31329  0.06
H  1.61527  -19.95854  -13.56524  0.10
H  0.13647  -18.08984  -12.24446  0.11
H  1.44909  -17.51400  -12.91314  0.12
H  0.43814  -15.78116  -11.36632  0.12
H  2.14776  -16.16436  -10.92470  0.11
H  -0.37051  -17.35009  -9.78832  0.11
H  0.68818  -16.23594  -8.93526  0.13
H  0.23260  -18.05353  -7.27534  0.08
H  0.79762  -19.75098  -7.52276  0.05
H  -0.52162  -19.16208  -8.51078  0.06
H  3.32879  -18.41776  -7.95695  0.06
H  2.46875  -16.98355  -7.57765  0.08
H  3.29458  -17.06842  -9.06919  0.07
H  3.83596  -19.68976  -11.53452  0.07
H  3.69243  -17.94830  -11.03679  0.07
H  3.67545  -18.51805  -12.78473  0.09
C  -1.57011  -21.10944  -10.21627  -0.03
C  -1.74123  -22.42342  -11.02295  -0.44
C  -2.55345  -21.88919  -12.21971  -0.14
C  -2.54268  -22.75035  -13.50209  -0.18
C  -1.15574  -23.23574  -13.90437  -0.13
C  -0.44842  -23.94591  -12.66107  -0.45
N  -0.46140  -23.06695  -11.47272  -0.07
O  0.50561  -23.30191  -10.43810  -0.31
C  1.01996  -24.12542  -13.20079  -0.04
C  -1.11173  -25.33229  -12.57221  -0.03
C  -2.59271  -23.44784  -10.23175  -0.02
H  -0.98663  -21.27723  -9.31101  0.06
H  -2.52820  -20.70505  -9.88972  0.07
H  -1.03940  -20.28226  -10.68766  0.07
H  -2.59769  -20.82275  -12.44071  0.12
H  -3.59740  -22.00270  -11.92752  0.11
H  -2.86574  -22.06337  -14.28425  0.11
H  -3.30222  -23.52715  -13.41382  0.11
H  -0.66160  -22.30642  -14.18771  0.11
H  -1.23033  -23.89001  -14.77297  0.12
H  0.95607  -24.89609  -13.96895  0.08
H  1.79779  -24.53280  -12.55493  0.06
H  1.40570  -23.19153  -13.60964  0.07
H  -2.17678  -25.29989  -12.34260  0.07
H  -0.55438  -25.90611  -11.83180  0.07
H  -0.95968  -25.84333  -13.52290  0.09
H  -1.99012  -23.94207  -9.46970  0.07
H  -3.12903  -24.12745  -10.89401  0.07
H  -3.42718  -22.99290  -9.69810  0.07
C  -1.58443  -21.57782  -6.09445  -0.07
C  -0.52973  -22.62233  -5.90115  -0.54
C  -1.22421  -23.90392  -5.53104  -0.07
O  0.34454  -22.74782  -7.01507  -0.35
H  -1.10174  -20.61603  -6.26788  0.07
H  -2.10922  -21.52311  -5.14066  0.05
H  -2.26660  -21.85258  -6.89896  0.08
H  0.09469  -22.39580  -5.03693  0.11
H  -0.50178  -24.64112  -5.18072  0.06
H  -1.74068  -24.33871  -6.38679  0.07
H  -1.90742  -23.82642  -4.68527  0.02
C  -1.99597  -23.82583  -1.48541  -1.48
Br  -2.55080  -25.65104  -1.96822  0.60
Br  -3.15255  -22.52146  -2.40493  0.60
Br  -0.04673  -23.52227  -1.73606  0.56
H  -2.15916  -23.72896  -0.41206  -0.03
C  -1.47533  -29.19049  -9.39132  -0.05
C  -1.61415  -27.91480  -9.86299  -0.04
C  -0.78395  -26.90235  -9.30512  0.03
C  0.08823  -27.25531  -8.25024  -0.11
C  0.06876  -28.55096  -7.70678  0.00
C  -0.63787  -29.55813  -8.31156  -0.03
N  0.94546  -26.24608  -7.58475  -0.26
O  1.63397  -26.55489  -6.63303  0.11
O  1.03495  -25.12603  -8.18209  -0.13
H  -2.13505  -29.95131  -9.78163  0.12
H  -2.27039  -27.66933  -10.68488  0.11
H  -0.84753  -25.88864  -9.67223  0.08
H  0.66568  -28.70556  -6.82010  0.10
H  -0.65291  -30.59956  -8.02593  0.12
C  -5.93801  -22.57526  -5.79678  -0.09
C  -4.81051  -23.31868  -5.88337  -0.09
C  -4.67015  -24.29149  -6.87623  0.01
C  -5.76560  -24.57354  -7.69364  -0.13
C  -6.96404  -23.84425  -7.55365  0.01
C  -7.01364  -22.80603  -6.63184  -0.06
N  -5.70084  -25.75303  -8.55838  -0.35
O  -6.69130  -26.06265  -9.15625  0.11
O  -4.67329  -26.45179  -8.55229  0.04
H  -5.99144  -21.80779  -5.03881  0.11
H  -4.01729  -23.22777  -5.15608  0.05
H  -3.73712  -24.82800  -6.96570  0.10
H  -7.68001  -23.86819  -8.36186  0.12
H  -7.95075  -22.35091  -6.34705  0.11
C  -3.49781  -19.14907  -7.10102  -0.06
C  -3.00991  -17.82878  -7.25189  -0.06
C  -3.28350  -17.12218  -8.42525  -0.02
C  -4.06866  -17.64314  -9.42450  -0.13
C  -4.63274  -18.95177  -9.22483  0.00
C  -4.32468  -19.68986  -8.10040  -0.08
N  -4.32513  -16.92308  -10.67618  -0.33
O  -3.58634  -15.96604  -10.89127  0.07
O  -5.10932  -17.41055  -11.50206  0.07
H  -3.33251  -19.64162  -6.15419  0.09
H  -2.26134  -17.41355  -6.59338  0.10
H  -2.72590  -16.19932  -8.48701  0.12
H  -5.22391  -19.41500  -10.00094  0.12
H  -4.66372  -20.71245  -8.02442  0.10
C  2.63762  -19.15137  -1.90076  -0.04
C  3.27619  -18.27465  -2.79515  -0.05
C  3.51311  -18.68562  -4.08762  0.00
C  3.24500  -19.99019  -4.48763  -0.14
C  2.65210  -20.89370  -3.56517  0.02
C  2.36751  -20.48850  -2.23210  -0.04
N  3.56282  -20.48191  -5.79030  -0.31
O  4.50804  -19.98928  -6.39189  0.11
O  2.85824  -21.29837  -6.38995  -0.06
H  2.45098  -18.81902  -0.89026  0.11
H  3.39069  -17.24900  -2.47684  0.12
H  4.08441  -18.04322  -4.74134  0.13
H  2.49856  -21.95153  -3.71956  0.11
H  1.84283  -21.16394  -1.57265  0.06
C  1.10775  -27.19959  -3.84278  -0.09
C  2.15792  -28.05795  -3.73067  -0.07
C  1.95705  -29.44295  -3.81977  0.00
C  0.71440  -29.93523  -4.11746  -0.13
C  -0.40882  -29.06808  -4.20031  -0.01
C  -0.20499  -27.70273  -4.05329  -0.08
N  0.46258  -31.42050  -4.22483  -0.33
O  1.29423  -32.25525  -3.92226  0.08
O  -0.57455  -31.79142  -4.76498  0.05
H  1.35804  -26.14900  -3.83960  0.09
H  3.15674  -27.66730  -3.60361  0.11
H  2.74636  -30.17682  -3.75024  0.12
H  -1.39105  -29.50989  -4.28051  0.12
H  -1.11602  -27.12289  -4.06752  0.05

Output
**Orbital gap**: 3.94 eV
**LUMO**: -5.3 eV
**Net charge**: +1
**HOMO energy**: -9.2430 eV